Here is C19H26BrN5O9P2PbSe4 as an isolated structure from OMol25. Energies are from wB97M-V/def2-TZVPD.

Output
**ΔE to the lowest compared entry with this formula, charge and spin**: 0.000 eV
**Energy**: -401270.0340 eV
**Gap between HOMO and LUMO**: 5.6 eV

Structure (ORCA input):
```
! wB97M-V def2-TZVPD RIJCOSX def2/J DEFGRID3
* xyz -2 1
Pb 2.36 -1.61 0.73
C 4.12 2.58 1.75
O 2.88 1.94 1.96
C 1.76 2.67 1.78
C 1.76 4.03 1.56
C 0.54 4.68 1.38
Br 0.53 6.57 1.12
C -0.64 3.99 1.38
C -0.66 2.60 1.59
C 0.54 1.94 1.85
O 0.74 0.65 2.15
C -1.99 1.97 1.47
N -3.08 2.70 1.52
C -4.11 1.83 1.24
C -5.48 2.06 1.14
C -6.30 1.00 0.81
C -5.77 -0.28 0.58
C -4.41 -0.53 0.68
C -3.60 0.54 1.02
N -2.23 0.66 1.18
H 4.32 3.32 2.53
H 4.15 3.07 0.77
H 4.87 1.80 1.78
H 2.68 4.60 1.54
H -1.58 4.49 1.22
H -0.04 0.10 2.35
H -5.89 3.05 1.31
H -7.37 1.15 0.71
H -6.44 -1.09 0.31
H -3.99 -1.52 0.52
H -1.59 -0.14 1.06
O -0.55 -1.38 3.82
P 0.39 -2.73 3.69
O 0.34 -3.45 4.98
O 1.68 -2.32 3.06
O -0.46 -3.61 2.61
P -1.00 -3.14 1.16
O -2.61 -3.36 1.40
O -0.51 -4.08 0.12
O -0.83 -1.65 0.98
H -1.09 -1.53 4.60
H -2.74 -4.29 1.59
Se 5.19 -0.94 0.61
Se 6.16 -3.04 0.27
Se 4.78 -3.97 -1.35
Se 2.64 -4.14 -0.33
C 1.39 -0.54 -5.20
N 1.56 -1.38 -4.03
C 2.46 -2.49 -4.22
C 1.53 -0.79 -2.77
N 2.41 -0.98 -1.86
N 0.46 0.07 -2.56
C -0.87 -0.43 -2.88
C 0.48 0.82 -1.31
H 2.36 -0.25 -5.62
H 0.84 0.36 -4.93
H 0.83 -1.07 -5.98
H 2.17 -3.03 -5.12
H 2.39 -3.17 -3.37
H 3.51 -2.18 -4.32
H 3.22 -1.52 -2.16
H -0.82 -1.12 -3.72
H -1.52 0.41 -3.13
H -1.30 -0.97 -2.02
H 1.47 1.23 -1.14
H 0.21 0.19 -0.46
H -0.25 1.64 -1.39
*
```

=====

Here is a 2-piece molecular cluster, C6H10NO2 overall in a non-equilibrium geometry from OMol25. Energies are from wB97M-V/def2-TZVPD.

Output
**ΔE to the lowest compared entry with this formula, charge and spin**: 2.836 eV
**Energy**: -11958.3099 eV
**Gap between HOMO and LUMO**: 8.1 eV

Structure (ORCA input):
```
! wB97M-V def2-TZVPD RIJCOSX def2/J DEFGRID3
* xyz 1 1
C 0.90 -1.81 0.73
C -0.46 -1.59 0.63
C 1.89 -0.92 0.44
C -1.08 -0.44 0.13
C 3.07 -0.55 0.24
C 4.51 1.30 -0.34
N -3.60 -0.14 -1.02
O -0.50 0.53 -0.41
O 4.26 -0.10 -0.01
H 1.28 -2.85 1.02
H -1.18 -2.43 0.83
H 0.54 0.60 -0.44
H -2.20 -0.41 -0.08
H 4.49 1.78 0.64
H 3.67 1.55 -0.94
H 5.52 1.33 -0.84
H -4.50 -0.25 -0.56
H -3.56 -0.87 -1.73
H -3.55 0.81 -1.44
*
```